Computed, not measured: a cluster of 2 separate species, CHBr2NO2 in total at a distorted geometry, with the ωB97M-V functional and the def2-TZVPD basis.

ORCA input file:
```
! RIJCOSX wB97M-V def2-TZVPD def2/J DEFGRID3
* xyz 0 3
Br -0.65061 -1.29345 0.21554
Br -1.42947 -3.14788 -2.38831
O 0.74834 2.26084 0.77343
O -1.00405 1.31195 -0.16077
N 0.09625 1.25721 0.35594
C 0.57573 -0.06004 0.50059
H 1.66381 -0.32863 0.70359
*
```

Summary:
relative energy (zero: lowest compared OMol25 entry of this formula, charge and spin)	0.686	eV

---

Computed, not measured: a cluster of 8 separate species, C32H64O16 in total at a distorted geometry, with the ωB97M-V functional and the def2-TZVPD basis.

ORCA input file:
```
! RIJCOSX wB97M-V def2-TZVPD def2/J DEFGRID3
* xyz 0 1
O -18.22711 -11.61620 -1.90882
O -23.01505 -18.06489 -0.10203
O -17.71850 -15.85787 0.41007
O -21.22657 -8.12158 -1.46484
O -20.69445 -6.36215 -2.79286
O -19.34648 -17.62717 -5.95048
O -11.82659 -12.97024 -2.30237
O -20.14466 -12.82915 -2.47619
O -17.56862 -16.19915 -1.80141
O -23.22605 -11.65508 -3.96874
O -23.50918 -15.08145 -2.86562
O -24.12685 -19.63728 -1.32377
O -25.66197 -15.45015 -3.35512
O -21.41242 -10.82567 -4.91614
O -13.83454 -12.47344 -1.30246
O -19.76629 -18.89638 -4.14825
C -21.97525 -18.91424 -2.10812
C -16.82646 -14.69942 0.26256
C -20.15657 -11.49765 -0.45955
C -20.90408 -16.55030 -7.33576
C -25.17013 -19.63214 -0.35944
C -20.74947 -17.51669 -6.15469
C -23.07170 -18.80077 -1.09765
C -22.46858 -12.50590 -6.01892
C -18.02818 -16.48091 -0.74623
C -11.90561 -12.76988 0.10688
C -23.91563 -15.95186 -4.93746
C -23.12167 -10.71038 -2.88843
C -22.00449 -6.45589 0.23820
C -19.35625 -11.99417 -1.68940
C -15.11165 -13.54047 -3.16314
C -16.68408 -13.88763 1.50798
C -17.54746 -18.47250 -4.69002
C -22.70664 -14.65410 -0.70252
C -22.31077 -11.54804 -4.91838
C -18.99833 -18.34998 -4.87899
C -22.34068 -7.34942 -0.94906
C -24.50025 -15.42819 -3.71718
C -20.55781 -7.48931 -2.41868
C -20.07168 -14.52294 -4.35764
C -23.87688 -9.41873 -3.29864
C -19.47897 -8.31462 -2.97889
C -23.89216 -14.54976 -1.59061
C -18.83241 -17.68869 -0.48988
C -14.58265 -12.26772 -2.55419
C -12.50962 -12.75803 -1.31586
C -26.49765 -19.91239 -1.08947
C -19.48857 -13.25767 -3.72563
H -21.13077 -17.25779 -5.17647
H -15.87986 -13.16105 1.33986
H -21.98906 -16.56769 -7.53016
H -23.71498 -11.10589 -2.06319
H -12.74009 -13.07429 0.80154
H -22.73200 -6.81385 -1.81309
H -24.45417 -15.53025 -5.74684
H -23.34892 -8.66801 -3.97407
H -13.89920 -11.66405 -3.26069
H -11.54040 -11.74622 0.30325
H -18.42215 -13.33854 -3.59255
H -24.83059 -9.61109 -3.73272
H -19.80658 -15.36004 -3.74567
H -22.83716 -5.80237 0.45984
H -19.59547 -10.76772 0.04708
H -21.80342 -17.89557 -2.40789
H -19.52927 -12.45808 -4.42709
H -22.47031 -15.66197 -0.34949
H -23.22964 -13.24677 -5.91880
H -22.59109 -11.90613 -6.90768
H -21.24400 -18.41216 -6.35304
H -22.99208 -14.10086 0.22609
H -15.73187 -14.03823 -2.46680
H -27.26900 -20.13120 -0.31400
H -21.84837 -14.15059 -1.07916
H -26.42261 -20.66176 -1.79503
H -21.13976 -19.38753 -1.61095
H -17.04703 -14.10879 -0.57996
H -18.36304 -18.33006 0.24427
H -21.77896 -7.07923 1.17426
H -14.26731 -14.21713 -3.43506
H -17.30274 -18.38758 -3.65232
H -16.88693 -17.77084 -5.25719
H -19.87758 -17.43575 -0.16587
H -15.46507 -11.70080 -2.16968
H -11.16567 -13.58924 0.09770
H -21.01575 -11.00705 -0.88137
H -17.61321 -13.38282 1.88945
H -15.83328 -15.06821 0.01527
H -21.12679 -5.81879 0.00060
H -24.24487 -13.50838 -1.66987
H -25.00022 -20.48535 0.31471
H -19.56135 -9.33428 -2.72578
H -19.45875 -8.29530 -4.09771
H -20.50310 -15.55643 -7.16618
H -24.18522 -17.03270 -5.00088
H -24.76181 -15.08055 -1.25230
H -24.03017 -8.83008 -2.36652
H -19.01271 -18.26353 -1.38762
H -25.13753 -18.74912 0.15605
H -15.75844 -13.30238 -3.95023
H -20.45255 -12.34357 0.19806
H -27.04220 -19.11990 -1.66470
H -23.10766 -8.06719 -0.69904
H -21.15753 -14.53491 -4.41575
H -21.48187 -13.02546 -6.09237
H -19.66237 -14.66722 -5.38388
H -18.55706 -7.84577 -2.66005
H -22.17697 -19.59967 -2.95566
H -22.83740 -15.82439 -5.02045
H -20.40338 -16.99468 -8.19394
H -22.11738 -10.51505 -2.57934
H -16.33787 -14.44047 2.37642
H -17.33940 -19.48854 -5.07012
*
```

Summary:
relative energy (zero: lowest compared OMol25 entry of this formula, charge and spin)	1.808	eV
SMILES string	CCOC(C)=O.CCOC(C)=O.CCOC(C)=O.CCOC(C)=O.CCOC(C)=O.CCOC(C)=O.CCOC(C)=O.CCOC(C)=O

---

Computed, not measured: an isolated molecule of C8H12O at a distorted geometry, with the ωB97M-V functional and the def2-TZVPD basis.

ORCA input file:
```
! RIJCOSX wB97M-V def2-TZVPD def2/J DEFGRID3
* xyz 0 1
O 1.18751 -2.09131 0.33591
C -1.83401 0.28650 0.43728
C 0.47104 -0.94291 0.03195
C 0.51876 1.36192 -1.10739
C -2.85584 -0.51988 0.19877
C 1.94866 0.96292 0.95368
C 0.43992 -2.07763 -0.86673
C -0.44965 -0.09721 0.83726
C 0.76702 0.50598 0.11731
H -0.34432 -0.20256 1.91424
H 1.34945 1.26526 -1.80513
H -1.99439 1.35902 0.39863
H 2.71929 1.37997 0.30790
H 1.64352 1.72775 1.66642
H 2.37665 0.12676 1.50111
H 0.43717 2.40786 -0.81828
H 1.02427 -2.06534 -1.77799
H -3.82507 -0.12493 -0.05325
H -0.39630 1.06313 -1.61446
H -0.42522 -2.73199 -0.87583
H -2.75846 -1.59330 0.21863
*
```

Summary:
relative energy (zero: lowest compared OMol25 entry of this formula, charge and spin)	2.806	eV
SMILES string	C=C[C@@H]1C(C)(C)[C@]12CO2

---

Computed, not measured: a structure of composition C4H2F8NO6RhS2 at a distorted geometry, with the ωB97M-V functional and the def2-TZVPD basis.

ORCA input file:
```
! RIJCOSX wB97M-V def2-TZVPD def2/J DEFGRID3
* xyz 0 1
Rh -0.65186 1.46734 0.68486
S 1.73508 -0.22786 -0.88622
S -0.66156 -1.46511 -0.58824
F -1.25001 0.03980 2.72978
F -2.08425 -1.41156 -2.78145
F 3.99424 -0.88894 0.20954
F -1.03982 -3.27014 -2.41000
F -2.77676 -2.74869 -1.22423
F 2.27094 -1.36725 1.42528
F 2.73900 -2.57586 -0.30674
F -1.12846 2.18600 3.13281
O 1.23977 0.78809 0.06301
O -0.03141 3.36782 0.29148
O -0.41460 -2.40145 0.46300
O 2.61392 0.23960 -1.89691
O -2.10631 2.78961 -0.05989
O -1.46450 -0.28130 -0.22764
N 0.57616 -1.08642 -1.47635
C 2.75144 -1.34884 0.18597
C -1.71008 -2.27632 -1.85254
C -0.53986 1.15632 2.49623
C -1.18315 3.64848 -0.16461
H 0.50477 1.04123 2.80092
H -1.38267 4.62547 -0.60807
*
```

Summary:
relative energy (zero: lowest compared OMol25 entry of this formula, charge and spin)	1.108	eV

---

Computed, not measured: a structure of composition C5H8O, with the ωB97M-V functional and the def2-TZVPD basis.

ORCA input file:
```
! RIJCOSX wB97M-V def2-TZVPD def2/J DEFGRID3
* xyz 0 1
O 1.56430 -0.49009 0.92867
C -2.92042 -0.15702 0.27954
C 1.81488 0.80558 0.52291
C 1.83566 0.61482 -0.79756
C -1.62074 0.11395 0.31044
C 1.55907 -0.83525 -0.49496
H 1.98205 1.21047 -1.68500
H 2.35241 -1.55614 -0.70980
H 0.57878 -1.22785 -0.78172
H 1.92786 1.59987 1.25314
H -1.15520 0.76548 -0.42681
H -0.95638 -0.29879 1.06702
H -3.38815 -0.80391 1.01804
H -3.57411 0.25888 -0.48390
*
```

Summary:
relative energy (zero: lowest compared OMol25 entry of this formula, charge and spin)	3.246	eV

---

Computed, not measured: a structure of composition C7CaF21O21S7 at a distorted geometry, with the ωB97M-V functional and the def2-TZVPD basis.

ORCA input file:
```
! RIJCOSX wB97M-V def2-TZVPD def2/J DEFGRID3
* xyz -5 1
Ca -0.20864 -0.27833 0.24695
S 1.69360 -2.72317 2.28626
S -3.68765 -1.08768 1.74435
S 2.68061 -0.66890 -1.95244
S -0.16098 3.35497 -0.52049
S 0.12645 1.53295 3.45713
S -0.85297 -3.62005 -1.61482
S -2.68982 -0.18708 -2.59191
F 4.78310 -0.57056 -0.32754
F 1.13554 -4.40783 -3.25804
F -2.52512 2.23120 -3.74064
F 1.95587 4.79999 -1.28364
F 2.04761 2.72612 -1.87577
F 0.33840 -2.43021 -3.70177
F -4.51354 0.96440 0.41171
F 4.25123 1.40843 -1.23084
F 1.35765 3.79149 2.74283
F -0.76293 -4.21398 -4.25473
F 3.01545 -0.86511 3.84470
F -4.50826 1.30986 -3.82834
F 4.32066 -2.21023 2.73249
F -5.97478 0.43109 1.91725
F 5.27408 -0.18469 -2.34144
F -3.68845 2.30437 -2.01477
F 2.74260 2.14131 3.09742
F -4.16152 1.37221 2.54592
F 1.81521 3.15585 4.75856
F 2.36789 3.27064 0.20401
F 3.19708 -0.64928 1.74376
O 1.33358 -3.18660 3.63333
O -0.47255 4.25951 0.56400
O 0.27261 0.64967 2.30862
O 0.69175 -1.92955 1.58087
O 2.90981 -2.09577 -1.78928
O 2.31458 -3.74574 1.46275
O -0.56910 -2.28328 -1.11378
O -3.88179 -0.92628 -2.18148
O -0.32440 1.93054 -0.29726
O -1.79079 0.08876 -1.48025
O -1.02963 2.41338 3.43041
O -4.45596 -1.91615 0.82191
O -3.78376 -1.56173 3.13237
O 0.35403 0.83323 4.71889
O -2.29178 -3.82324 -1.83943
O 1.67384 -0.23846 -0.96855
O -0.78041 3.81858 -1.76844
O 2.41373 -0.20825 -3.29399
O -2.08741 -0.52417 -3.86969
O -0.22338 -4.72107 -0.86387
O -2.32588 -0.68433 1.42763
C 0.03711 -3.64602 -3.32666
C 3.13640 -1.55294 2.72475
C -4.66892 0.50782 1.64004
C -3.43179 1.49251 -3.05050
C 1.66475 3.53290 -0.91138
C 1.59351 2.72074 3.49882
C 4.35348 0.09818 -1.38598
*
```

Summary:
relative energy (zero: lowest compared OMol25 entry of this formula, charge and spin)	0.147	eV

---

Computed, not measured: a structure of composition C3H7ORb at a distorted geometry, with the ωB97M-V functional and the def2-TZVPD basis.

ORCA input file:
```
! RIJCOSX wB97M-V def2-TZVPD def2/J DEFGRID3
* xyz 0 1
Rb -2.58719 1.51000 -0.81689
O -0.76032 -0.69906 -0.08128
C -0.71412 -1.76753 0.80098
C 0.64296 1.59473 -1.10487
C 0.83978 0.68956 -0.03849
H -1.45448 -2.56837 0.61342
H 1.93194 0.55567 0.02342
H -0.80113 -1.47419 1.87007
H 0.81869 0.50521 1.04671
H 0.86009 1.25378 -2.12353
H 0.29150 -2.23550 0.72199
H 0.93228 2.63570 -0.91153
*
```

Summary:
E_tot	-5921.2932	eV

---

Computed, not measured: a structure of composition C2H7IP2 at a distorted geometry, with the ωB97M-V functional and the def2-TZVPD basis.

ORCA input file:
```
! RIJCOSX wB97M-V def2-TZVPD def2/J DEFGRID3
* xyz 0 1
I 2.85487 -0.01695 -0.10467
P 0.11247 -2.21682 -0.49456
P 0.79855 -0.29276 1.30082
C -0.30001 1.14369 0.77912
C -0.59089 1.10261 -0.65569
H -1.48385 0.55505 -1.03823
H 0.17300 0.59768 -1.12023
H 0.23724 2.04283 0.89639
H 0.95276 -3.16593 0.18288
H -1.07575 -3.30002 -0.22435
H -1.14486 1.36298 1.44061
H -0.53353 2.18762 -0.96206
*
```

Summary:
relative energy (zero: lowest compared OMol25 entry of this formula, charge and spin)	1.657	eV

---

| no. | molar mass (Da) |
| --- | --- |
| 1 | 218.83 |
| 2 | 704.85 |
| 3 | 124.18 |
| 4 | 479.09 |
| 5 | 84.12 |
| 6 | 1083.56 |
| 7 | 144.56 |
| 8 | 219.93 |